[1]
103
Properties=species:S:1:pos:R:3 method="wB97M-V/def2-TZVPD" total_charge=+1 spin_multiplicity=1 e_above_lowest_ev=7.3140 gap_ev=6.8
C -3.097 5.926 -1.361
C -2.181 5.982 -2.177
C -1.285 5.735 -3.427
N -1.733 4.608 -4.317
C -0.809 4.674 -5.522
C -0.901 3.422 -6.489
C -2.213 3.343 -7.382
C -2.133 2.003 -8.272
C -2.294 0.670 -7.424
C -1.553 3.306 -3.544
C -0.068 2.847 -3.315
C -0.021 1.514 -2.412
S -1.172 0.192 -3.042
C -2.846 0.504 -2.266
S -3.012 0.688 -0.626
N -3.987 0.617 -3.156
C -4.527 -0.289 -4.120
C -5.682 0.355 -4.793
N -5.870 1.663 -4.200
C -4.869 1.748 -3.256
O -3.065 4.595 -4.633
C -3.599 5.807 -5.179
C -5.133 5.470 -5.578
H -3.989 5.816 -0.679
H -0.222 5.599 -3.037
H -1.247 6.727 -3.994
H 0.284 4.789 -5.209
H -1.004 5.597 -6.162
H -0.770 2.416 -5.992
H -0.026 3.519 -7.221
H -3.154 3.216 -6.747
H -2.351 4.223 -8.085
H -1.105 1.974 -8.753
H -2.903 2.017 -9.102
H -3.324 0.637 -6.940
H -1.536 0.539 -6.594
H -2.187 -0.250 -8.093
H -2.082 2.527 -4.194
H -2.102 3.303 -2.559
H 0.598 3.598 -2.767
H 0.506 2.591 -4.267
H -0.455 1.823 -1.399
H 1.038 1.129 -2.319
H -4.107 -1.318 -4.307
H -6.301 -0.085 -5.621
H -4.849 2.707 -2.657
H -3.125 6.195 -6.127
H -3.692 6.676 -4.442
H -5.426 6.042 -6.510
H -5.778 5.790 -4.707
H -5.273 4.344 -5.699
O 3.416 -1.927 2.450
P 2.491 -0.878 3.050
O 2.279 -0.028 1.637
C 1.910 -0.699 0.443
C 0.421 -0.978 0.411
O 3.704 0.032 3.719
C 4.719 -0.621 4.484
C 6.025 -0.597 3.712
O 1.404 0.177 3.800
C 1.400 1.583 3.562
C 0.164 1.960 2.764
H 2.475 -1.625 0.310
H 2.178 -0.044 -0.390
H 0.118 -1.588 1.267
H 0.143 -1.499 -0.508
H -0.147 -0.046 0.459
H 4.430 -1.645 4.732
H 4.835 -0.074 5.421
H 5.917 -1.067 2.733
H 6.813 -1.116 4.262
H 6.340 0.433 3.532
H 2.309 1.935 3.075
H 1.353 2.060 4.545
H -0.657 1.262 2.936
H 0.382 1.953 1.693
H -0.171 2.970 3.017
O 4.235 -7.153 6.415
P 2.729 -6.944 6.446
O 2.758 -5.312 6.148
C 3.517 -4.793 5.066
C 2.774 -4.942 3.754
O 2.605 -6.916 8.100
C 3.268 -7.927 8.859
C 4.442 -7.313 9.597
O 1.040 -6.905 6.403
C 0.275 -5.860 6.998
C -0.354 -5.007 5.911
H 4.502 -5.262 5.002
H 3.686 -3.733 5.271
H 2.542 -5.991 3.550
H 3.368 -4.543 2.930
H 1.824 -4.401 3.785
H 3.593 -8.752 8.222
H 2.550 -8.329 9.578
H 5.137 -6.831 8.906
H 4.985 -8.071 10.165
H 4.096 -6.538 10.284
H 0.853 -5.252 7.694
H -0.515 -6.349 7.575
H -0.513 -5.575 4.993
H 0.291 -4.160 5.665
H -1.311 -4.595 6.243

[2]
90
Properties=species:S:1:pos:R:3 method="wB97M-V/def2-TZVPD" total_charge=+1 smiles="CCCCCCCCC[C@@H]1[NH2+]CC[C@]1(CCCCCC)CCCCCCCCOC(C)=O" spin_multiplicity=1 gap_ev=9.6
C 4.591 4.024 0.017
C 3.710 5.303 -0.352
C 2.285 5.352 0.357
C 1.505 3.970 0.372
C 0.296 4.079 1.443
C -1.140 4.141 0.765
C -1.698 2.745 0.256
C -2.075 1.726 1.433
C -3.078 0.614 0.845
C -2.875 -0.839 1.453
N -2.903 -0.937 2.969
C -1.471 -1.233 3.338
C -0.651 -1.684 2.009
C -1.751 -1.805 0.807
C -2.261 -3.329 1.007
C -1.167 -4.405 0.530
C -0.771 -5.478 1.635
C 0.756 -5.497 2.073
C 1.811 -5.232 0.911
C 2.479 -3.779 1.173
C -1.290 -1.398 -0.653
C -2.217 -2.075 -1.783
C -1.667 -1.532 -3.183
C -2.035 -0.003 -3.422
C -0.951 0.672 -4.400
C -0.382 2.050 -3.802
C 1.103 1.956 -3.243
C 1.425 0.598 -2.459
O 2.472 0.840 -1.487
C 2.065 0.551 -0.185
C 3.161 -0.096 0.764
O 0.951 0.787 0.294
H 4.860 3.983 1.124
H 5.565 4.117 -0.554
H 4.115 3.038 -0.260
H 3.678 5.376 -1.480
H 4.298 6.218 0.002
H 2.435 5.757 1.402
H 1.663 6.116 -0.218
H 2.152 3.103 0.731
H 1.117 3.661 -0.657
H 0.469 5.049 1.999
H 0.402 3.227 2.189
H -1.165 4.856 -0.125
H -1.845 4.607 1.536
H -2.683 2.959 -0.284
H -1.021 2.273 -0.525
H -2.672 2.323 2.201
H -1.163 1.264 1.921
H -4.134 0.963 1.105
H -2.999 0.665 -0.279
H -3.849 -1.353 1.177
H -3.326 -0.090 3.375
H -3.453 -1.795 3.123
H -0.972 -0.394 3.910
H -1.536 -2.203 3.927
H -0.214 -2.666 2.373
H 0.212 -0.972 1.807
H -3.197 -3.457 0.373
H -2.534 -3.457 2.098
H -0.314 -3.819 0.083
H -1.658 -4.983 -0.325
H -1.377 -5.223 2.574
H -1.152 -6.508 1.326
H 0.965 -6.553 2.463
H 0.892 -4.827 2.987
H 2.661 -5.971 0.955
H 1.342 -5.160 -0.126
H 2.151 -3.310 2.147
H 2.212 -3.034 0.349
H 3.616 -3.846 1.222
H -0.262 -1.875 -0.806
H -1.158 -0.288 -0.805
H -2.104 -3.210 -1.786
H -3.322 -1.875 -1.619
H -2.017 -2.204 -4.019
H -0.529 -1.597 -3.155
H -2.102 0.609 -2.463
H -3.040 0.118 -3.937
H -0.075 -0.001 -4.642
H -1.469 0.907 -5.377
H -0.370 2.796 -4.662
H -1.095 2.463 -3.025
H 1.244 2.805 -2.505
H 1.847 2.042 -4.093
H 0.505 0.093 -2.047
H 1.855 -0.118 -3.239
H 3.301 -1.205 0.593
H 2.898 0.036 1.865
H 4.122 0.483 0.594

[3]
104
Properties=species:S:1:pos:R:3 method="wB97M-V/def2-TZVPD" total_charge=+2 spin_multiplicity=4 gap_ev="8.8 / 9.3"
Cr 0.243 -0.396 1.003
C 1.355 -4.902 -2.268
N 1.804 -3.924 -1.278
C 3.035 -4.273 -0.590
C 1.104 -2.757 -1.096
N 0.722 -2.311 0.092
C 0.722 -3.309 1.190
C 0.956 -2.649 2.555
N 1.480 -1.260 2.410
C 1.360 -0.546 3.712
C 1.317 0.942 3.474
N 0.280 1.157 2.453
C -0.291 2.362 2.457
N 0.433 3.468 2.705
C 1.859 3.539 2.395
C -0.133 4.683 3.293
N -1.618 2.496 2.264
C -2.557 1.516 2.796
C -2.204 3.591 1.501
C 2.870 -1.252 1.877
C 3.153 -0.010 1.050
N 2.009 0.304 0.174
C 2.276 0.863 -1.001
N 3.460 0.652 -1.638
C 4.113 -0.645 -1.666
C 4.171 1.727 -2.324
N 1.401 1.698 -1.591
C 1.333 1.885 -3.040
C 0.522 2.589 -0.837
N 0.806 -2.092 -2.238
C -0.445 -1.379 -2.426
C 1.573 -2.273 -3.467
H 1.197 -5.863 -1.776
H 2.094 -5.045 -3.060
H 0.412 -4.592 -2.709
H 3.812 -4.482 -1.330
H 2.920 -5.169 0.027
H 3.385 -3.453 0.032
H 1.462 -4.081 1.036
H -0.246 -3.811 1.223
H 1.641 -3.245 3.160
H 0.015 -2.582 3.084
H 2.168 -0.832 4.385
H 0.415 -0.846 4.162
H 2.303 1.317 3.200
H 1.044 1.442 4.406
H 2.464 3.548 3.304
H 2.059 4.462 1.850
H 2.151 2.696 1.774
H -1.138 4.498 3.661
H -0.154 5.503 2.574
H 0.490 4.986 4.135
H -2.032 0.786 3.399
H -3.077 0.995 2.002
H -3.297 2.029 3.413
H -1.423 4.196 1.047
H -2.840 4.227 2.122
H -2.819 3.172 0.701
H 2.978 -2.124 1.244
H 3.589 -1.334 2.692
H 4.078 -0.171 0.508
H 3.337 0.844 1.701
H 3.493 -1.383 -1.161
H 5.098 -0.610 -1.192
H 4.259 -0.957 -2.702
H 3.671 2.679 -2.161
H 4.251 1.544 -3.398
H 5.183 1.801 -1.917
H 1.871 1.094 -3.554
H 1.745 2.851 -3.342
H 0.286 1.857 -3.343
H 0.529 2.321 0.211
H -0.492 2.510 -1.210
H 0.868 3.622 -0.952
H -1.122 -1.629 -1.622
H -0.886 -1.706 -3.367
H -0.318 -0.297 -2.455
H 2.536 -2.728 -3.262
H 1.734 -1.296 -3.925
H 1.037 -2.895 -4.187
C -5.615 1.243 0.746
C -4.952 1.305 -0.632
C -4.074 0.073 -1.097
C -4.481 -0.222 -2.555
C -3.680 -1.322 -3.247
C -4.407 -1.140 -0.251
O -5.398 -1.806 -0.369
N -3.474 -1.461 0.752
C -2.239 -0.913 0.842
O -1.432 -1.307 1.745
N -1.779 0.011 -0.001
C -2.592 0.475 -1.037
O -2.148 1.200 -1.901
H -6.181 2.160 0.918
H -4.898 1.142 1.559
H -6.318 0.413 0.807
H -4.332 2.199 -0.722
H -5.744 1.410 -1.372
H -4.392 0.706 -3.115
H -5.533 -0.500 -2.517
H -2.694 -0.953 -3.532
H -4.190 -1.638 -4.157
H -3.566 -2.207 -2.611
H -3.719 -2.213 1.379

[4]
106
Properties=species:S:1:pos:R:3 method="wB97M-V/def2-TZVPD" spin_multiplicity=1 e_above_lowest_ev=2.6070 gap_ev=5.6
Ti 1.166 -1.267 -0.208
C 4.109 -1.842 2.712
Si 2.455 -0.936 2.958
C 2.179 -1.157 4.813
C 2.790 0.906 2.802
C 1.022 -1.664 1.941
Si -0.659 -0.919 2.465
C -2.122 -1.420 1.392
C -1.250 -1.377 4.206
C -0.554 0.958 2.541
Si 0.979 -3.526 2.089
C 0.167 -4.277 3.608
C 2.541 -4.555 1.882
C -0.105 -4.044 0.626
C -0.979 -5.126 0.635
C -1.694 -5.448 -0.505
C -1.495 -4.686 -1.646
C -0.603 -3.631 -1.600
N 0.070 -3.304 -0.490
H 4.272 -2.522 3.551
H 4.932 -1.122 2.710
H 4.192 -2.435 1.806
H 3.110 -0.900 5.327
H 1.930 -2.186 5.082
H 1.396 -0.507 5.204
H 3.772 1.107 3.241
H 2.055 1.482 3.364
H 2.792 1.285 1.782
H -2.173 -2.504 1.258
H -2.084 -0.968 0.401
H -3.044 -1.110 1.890
H -1.803 -2.317 4.232
H -1.918 -0.587 4.556
H -0.436 -1.465 4.924
H 0.163 1.376 1.835
H -0.268 1.274 3.548
H -1.538 1.383 2.324
H 0.560 -3.841 4.528
H 0.365 -5.352 3.644
H -0.913 -4.128 3.618
H 3.152 -4.523 2.786
H 3.175 -4.254 1.050
H 2.240 -5.592 1.715
H -1.087 -5.709 1.541
H -2.379 -6.286 -0.513
H -2.018 -4.901 -2.567
H -0.394 -3.040 -2.479
F 1.079 -1.678 -2.756
Te 0.692 0.349 -2.642
F 2.531 0.048 -2.209
F 1.637 0.457 0.107
F 1.463 2.149 -2.362
F 1.323 0.238 -4.489
O -0.271 -0.635 -0.973
N 7.827 -3.073 -2.708
C 6.796 -2.860 -2.252
C 5.506 -2.584 -1.678
C 4.441 -3.453 -1.885
C 3.223 -3.143 -1.323
N 3.035 -2.066 -0.546
C 4.060 -1.211 -0.379
C 5.305 -1.435 -0.925
H 4.560 -4.349 -2.475
H 2.361 -3.776 -1.479
H 3.865 -0.322 0.206
H 6.101 -0.721 -0.775
C -1.485 5.985 -1.250
Si -0.227 4.602 -1.523
C 0.905 4.540 -0.029
C 0.675 4.996 -3.108
Sb -1.468 2.340 -1.056
Si -3.682 3.178 -0.044
C -4.912 1.876 0.514
C -4.537 4.311 -1.307
C -3.224 4.272 1.436
Si -2.430 1.521 -3.396
C -2.268 -0.323 -3.816
C -1.547 2.622 -4.635
C -4.283 1.863 -3.463
H -0.983 6.860 -0.823
H -2.281 5.696 -0.568
H -1.943 6.298 -2.192
H 1.578 5.402 0.013
H 1.509 3.631 -0.068
H 0.313 4.518 0.889
H 0.933 6.058 -3.092
H 0.065 4.810 -3.991
H 1.586 4.406 -3.200
H -5.002 1.054 -0.198
H -5.894 2.342 0.624
H -4.628 1.451 1.479
H -5.476 3.879 -1.661
H -3.910 4.501 -2.176
H -4.775 5.276 -0.851
H -3.593 3.847 2.372
H -3.671 5.262 1.327
H -2.146 4.405 1.540
H -1.471 -0.509 -4.540
H -3.204 -0.708 -4.221
H -2.036 -0.903 -2.917
H -0.463 2.580 -4.506
H -1.869 3.653 -4.481
H -1.755 2.335 -5.670
H -4.780 1.564 -2.539
H -4.739 1.311 -4.289
H -4.482 2.923 -3.621